Entry 1:
ORCA calculation (ωB97M-V with the def2-TZVPD basis set) on a single C26H28N4OS molecule.

Geometry (Å):
C (-7.9801, -3.0576, 0.3076)
O (-7.6668, -1.6927, 0.1779)
C (-6.3549, -1.3227, 0.2119)
C (-5.2825, -2.1878, 0.3895)
C (-3.9850, -1.7059, 0.4048)
C (-3.7333, -0.3529, 0.2281)
N (-2.4510, 0.2103, 0.2634)
C (-1.2672, -0.3160, -0.1543)
S (-1.1396, -1.8100, -0.8594)
N (-0.1768, 0.4776, 0.0111)
C (1.1287, 0.0096, -0.4033)
C (1.8314, -0.8023, 0.6958)
C (3.1236, -1.3476, 0.1875)
C (3.3111, -2.5416, -0.4568)
C (2.3404, -3.6207, -0.7786)
N (4.6351, -2.6660, -0.7996)
C (5.3185, -1.5548, -0.3962)
C (6.6580, -1.2149, -0.5198)
C (7.0591, 0.0004, -0.0104)
C (6.1608, 0.8772, 0.6160)
C (6.6735, 2.1843, 1.1478)
C (4.8306, 0.5327, 0.7368)
C (4.3906, -0.6905, 0.2310)
C (-0.2380, 1.7024, 0.7823)
C (-0.9798, 2.8081, 0.0671)
C (-0.8951, 2.9583, -1.3140)
C (-1.5964, 3.9841, -1.9235)
C (-2.3594, 4.8260, -1.1267)
N (-2.4458, 4.6942, 0.1853)
C (-1.7754, 3.7152, 0.7627)
C (-4.8123, 0.5186, 0.0721)
C (-6.1030, 0.0425, 0.0634)
H (-7.5276, -3.6519, -0.4928)
H (-7.6623, -3.4534, 1.2780)
H (-9.0647, -3.1195, 0.2325)
H (-5.4369, -3.2465, 0.5228)
H (-3.1700, -2.3940, 0.5500)
H (-2.4733, 1.2155, 0.3800)
H (0.9983, -0.6252, -1.2823)
H (1.7402, 0.8709, -0.6826)
H (1.1713, -1.6173, 0.9957)
H (2.0123, -0.1668, 1.5654)
H (2.5484, -4.0385, -1.7625)
H (1.3241, -3.2369, -0.7742)
H (2.4051, -4.4281, -0.0475)
H (5.0326, -3.4581, -1.2752)
H (7.3616, -1.8803, -0.9989)
H (8.0958, 0.2943, -0.0913)
H (5.8693, 2.7687, 1.5884)
H (7.4337, 2.0132, 1.9095)
H (7.1296, 2.7688, 0.3492)
H (4.1362, 1.2049, 1.2218)
H (0.7905, 2.0278, 0.9608)
H (-0.6988, 1.5198, 1.7624)
H (-0.2972, 2.2734, -1.8977)
H (-1.5537, 4.1251, -2.9919)
H (-2.9304, 5.6396, -1.5528)
H (-1.8816, 3.6470, 1.8390)
H (-4.6315, 1.5790, -0.0446)
H (-6.9400, 0.7108, -0.0608)

Its spin multiplicity is 1. As for the charge: 0.

Löwdin population analysis, charges in e, atoms 1 to 5:
1. C -0.09
2. O -0.09
3. C -0.28
4. C -0.01
5. C -0.06


Entry 2:
ORCA calculation (ωB97M-V with the def2-TZVPD basis set) on a molecular structure, C26H29BaN3S5 at a distorted geometry.

Geometry (Å):
Ba (-0.3273, -1.8018, -2.8538)
S (0.6215, -7.2440, -8.2752)
C (0.4234, -6.0934, -7.1267)
S (1.3576, -4.6299, -7.0604)
C (0.6544, -3.9619, -5.5833)
C (-0.3308, -4.7033, -5.0108)
S (-1.2478, -4.4303, -3.5876)
S (-0.7397, -6.2084, -5.8412)
S (1.3528, -2.4726, -5.0980)
C (0.4331, 5.2115, 0.3429)
C (1.6930, 4.3315, 0.2979)
C (2.1528, 3.9968, 1.7266)
C (2.8045, 5.1184, -0.3931)
C (1.3564, 3.0356, -0.4183)
C (1.9550, 2.5525, -1.5839)
C (1.5104, 1.3410, -2.0986)
N (0.5527, 0.5995, -1.5636)
C (-0.0344, 1.0395, -0.4397)
C (0.3592, 2.2489, 0.1329)
C (-1.0981, 0.2394, 0.1798)
C (-1.7218, 0.6824, 1.3460)
C (-2.7303, -0.0390, 1.9623)
C (-3.0918, -1.2437, 1.3552)
C (-2.4280, -1.6209, 0.1946)
N (-1.4679, -0.9194, -0.3878)
C (-3.3325, 0.5504, 3.2254)
C (-2.2177, 0.7081, 4.2727)
C (-4.4322, -0.3256, 3.8216)
C (-3.9367, 1.9236, 2.8887)
H (0.6525, 6.1499, 0.8471)
H (-0.3828, 4.7286, 0.8742)
H (0.0919, 5.4322, -0.6663)
H (2.4079, 4.9100, 2.2592)
H (3.0312, 3.3552, 1.6985)
H (1.3809, 3.4828, 2.2932)
H (3.0032, 6.0326, 0.1629)
H (2.5144, 5.3947, -1.4032)
H (3.7239, 4.5403, -0.4309)
H (2.7411, 3.0858, -2.0947)
H (1.9530, 0.9402, -3.0054)
H (-0.1133, 2.6047, 1.0298)
H (-1.4299, 1.6118, 1.7991)
H (-3.8646, -1.8827, 1.7521)
H (-2.6881, -2.5501, -0.3030)
H (-1.7723, -0.2592, 4.4964)
H (-2.6260, 1.1222, 5.1917)
H (-1.4266, 1.3695, 3.9295)
H (-4.0449, -1.3039, 4.0933)
H (-5.2533, -0.4485, 3.1206)
H (-4.8241, 0.1442, 4.7215)
H (-3.1896, 2.6161, 2.5100)
H (-4.3807, 2.3631, 3.7792)
H (-4.7111, 1.8187, 2.1318)
C (3.6612, -4.4837, 0.3447)
C (4.0061, -3.4731, -0.5390)
C (2.9965, -2.8439, -1.2522)
N (1.7146, -3.1585, -1.1284)
C (1.3909, -4.1358, -0.2928)
C (2.3238, -4.8269, 0.4664)
H (4.4173, -4.9943, 0.9222)
H (5.0360, -3.1795, -0.6731)
H (3.2234, -2.0553, -1.9599)
H (0.3365, -4.3783, -0.2345)
H (2.0110, -5.6142, 1.1354)

Its spin multiplicity is 1. As for the charge: 0.

Löwdin population analysis, charges in e, atoms 1 to 5:
1. Ba 1.40
2. S 0.47
3. C -1.53
4. S 0.85
5. C -1.23


Entry 3:
ORCA calculation (ωB97M-V with the def2-TZVPD basis set) on a molecular structure, C26H29BrN6O4Ti at a distorted geometry.

Geometry (Å):
Ti (-0.3563, -0.3490, 0.3235)
Br (3.3880, -4.5497, 6.5334)
C (3.8524, -4.8947, 4.7482)
C (4.2342, -3.8364, 3.9308)
C (4.5234, -4.0739, 2.5994)
C (4.4287, -5.3692, 2.0943)
C (4.1451, -6.4299, 2.9412)
C (3.8321, -6.1948, 4.2735)
N (4.5983, -5.7467, 0.7103)
N (4.3866, -4.9462, -0.2100)
C (3.6475, -3.7457, -0.1295)
C (4.1643, -2.6040, -0.6894)
C (3.4099, -1.4165, -0.7727)
C (2.1352, -1.4057, -0.3084)
O (1.2637, -0.3386, -0.3811)
C (1.5792, -2.5462, 0.2759)
N (0.2888, -2.4093, 0.7349)
C (-0.3097, -3.4975, 1.1973)
C (0.3029, -4.7461, 1.2479)
C (1.5995, -4.8780, 0.8058)
C (2.2918, -3.7509, 0.3322)
H (4.3071, -2.8389, 4.3426)
H (4.8615, -3.2631, 1.9710)
H (4.1460, -7.4344, 2.5350)
H (3.5859, -7.0127, 4.9365)
H (5.1792, -2.6298, -1.0644)
H (3.8319, -0.5277, -1.2253)
H (-1.3392, -3.3935, 1.5166)
H (-0.2472, -5.5976, 1.6220)
H (2.0719, -5.8525, 0.8070)
C (-0.4152, 3.0093, 2.9137)
C (0.0068, 2.2760, 1.6734)
C (1.1576, 2.9163, 0.9299)
O (0.3567, 0.8257, 1.9792)
C (-1.2094, 2.0448, 0.7477)
O (-2.3294, 2.3363, 1.0405)
O (-0.8742, 1.2752, -0.3173)
H (0.4494, 3.2899, 3.5154)
H (-1.0940, 2.4074, 3.5161)
H (-0.9472, 3.9142, 2.6221)
H (2.0253, 3.0103, 1.5870)
H (0.8686, 3.9204, 0.6163)
H (1.4300, 2.3491, 0.0431)
H (1.3026, 0.8171, 2.1937)
C (-4.1738, -1.1706, 2.8938)
C (-2.6553, -1.2172, 2.9012)
N (-2.1747, -0.6420, 1.6136)
C (-2.7513, -1.2739, 0.4494)
N (-1.9376, -1.2144, -0.5716)
C (-2.3878, -1.6984, -1.8833)
C (-3.3886, -2.8272, -1.6874)
C (-4.5049, -2.3931, -0.7521)
N (-3.9472, -1.8122, 0.4882)
C (-4.7347, -1.9725, 1.7297)
H (-4.4980, -0.1289, 2.8311)
H (-4.5682, -1.5810, 3.8224)
H (-2.2756, -2.2311, 3.0094)
H (-2.2341, -0.6173, 3.7034)
H (-2.5282, 0.3231, 1.5969)
H (-1.5202, -2.0338, -2.4450)
H (-2.8353, -0.8626, -2.4221)
H (-2.8808, -3.7015, -1.2729)
H (-3.8142, -3.1141, -2.6474)
H (-5.1300, -3.2378, -0.4681)
H (-5.1467, -1.6456, -1.2209)
H (-4.7521, -3.0378, 1.9680)
H (-5.7580, -1.6703, 1.5123)

Its spin multiplicity is 1. As for the charge: +2.

Löwdin population analysis, charges in e, atoms 1 to 5:
1. Ti 1.24
2. Br 0.80
3. C -0.70
4. C -0.11
5. C -0.02


For each record above, in turn, the calculated frontier orbital gap values are 8.172; 4.470; 5.797 eV.
For each record above, in turn, the calculated energy relative to the best compared isomer or geometry (same formula, charge and spin) values are 4.3; 0.0; 17.1 kcal per mole.